No. 1
Formula: C44H102F27N6O16P2
Source: the OMol25 dataset
Level of theory: ωB97M-V/def2-TZVPD

For the HOMO energy, the calculation gives -7.79 eV. The gap between HOMO and LUMO is 0.3513 Ha. For the LUMO energy, the calculation gives 1.768 eV. As for the total energy: -180943.6815 eV. Its net charge is -1. As for the spin multiplicity: 1.

Atoms and positions in Å:
C  2.917033  -1.289882  -5.677902
C  3.751514  -1.830792  -4.471071
C  4.651370  -3.039555  -4.753781
O  5.549307  -2.615951  -5.746571
C  6.663885  -3.488295  -6.014517
N  4.643530  -0.679190  -4.009165
H  4.309059  0.940852  -4.548346
H  4.952293  -0.770057  -3.016085
H  5.557987  -0.732225  -4.477875
H  2.422855  -0.428878  -5.217923
H  2.102833  -1.908501  -6.062138
H  3.618431  -1.082610  -6.476126
H  3.070241  -2.197135  -3.632178
H  3.947421  -3.896815  -5.000652
H  5.189493  -3.432443  -3.854674
H  7.254425  -3.615841  -5.150621
H  7.302073  -3.083110  -6.827364
H  6.366307  -4.443416  -6.392557
C  2.472492  -3.980644  5.135446
C  3.655870  -4.178612  4.122846
C  3.162197  -5.039123  2.902703
O  4.211417  -5.318108  1.924781
C  3.668508  -5.573728  0.569644
N  4.101431  -2.816039  3.585883
H  4.913445  -2.896281  2.978826
H  2.847645  -1.811993  2.732544
H  4.305987  -2.227952  4.368144
H  2.746759  -4.049566  6.188063
H  1.579697  -4.631571  4.975435
H  2.092774  -2.934372  5.067646
H  4.463699  -4.761631  4.618825
H  2.253336  -4.541319  2.545827
H  2.854808  -6.027933  3.304059
H  3.094403  -6.528105  0.527223
H  4.461558  -5.648188  -0.140560
H  2.968493  -4.812610  0.366152
C  2.168854  4.079645  2.994451
C  3.111384  4.384256  1.882503
C  4.415457  4.956304  2.433795
O  4.134313  6.173943  3.194910
C  4.161741  7.370907  2.477498
N  3.412087  3.218326  0.983062
H  4.307324  2.783942  1.323858
H  3.522922  3.366023  -0.004862
H  3.237037  2.552523  -3.063928
H  2.675382  3.246742  3.528229
H  1.163127  3.666895  2.558897
H  1.902137  4.952442  3.602979
H  2.649660  5.160627  1.248765
H  5.271358  5.145335  1.735327
H  4.827488  4.270306  3.154928
H  3.090007  7.726724  2.269709
H  4.652923  7.223118  1.513964
H  4.626047  8.151354  3.075134
C  -4.394078  4.675900  3.598837
C  -4.408891  4.155808  2.175969
C  -3.272441  4.639153  1.336852
O  -3.673676  5.698891  0.479440
C  -4.515140  5.239750  -0.534529
N  -4.455213  2.704346  1.941612
H  -3.536823  2.464632  1.996281
H  -4.909861  2.251813  2.751408
H  -4.846578  2.263298  -0.159036
H  -4.512659  5.740587  3.591843
H  -3.454485  4.489271  4.046352
H  -5.149580  4.191420  4.216437
H  -5.392849  4.498785  1.838247
H  -2.739978  3.849935  0.767391
H  -2.486476  4.967974  1.973041
H  -4.934618  6.120423  -1.056798
H  -5.257679  4.606608  -0.141716
H  -4.014736  4.568358  -1.341709
C  -4.341191  -1.321600  -1.128398
C  -4.315806  -2.738266  -0.704950
C  -5.054408  -3.592029  -1.762199
O  -5.346190  -4.923266  -1.127398
C  -5.530780  -5.894596  -2.077006
N  -2.980135  -3.263098  -0.343367
H  -3.109663  -4.229068  -0.204440
H  -1.629718  -3.029211  -1.438389
H  -2.761420  -2.905926  0.560044
H  -3.646951  -0.763465  -0.421213
H  -5.271264  -0.871845  -1.165653
H  -3.947345  -1.118053  -2.127858
H  -5.007870  -2.862018  0.154121
H  -4.371069  -3.849405  -2.601477
H  -6.015758  -3.133450  -2.070779
H  -5.482909  -6.842891  -1.480027
H  -4.795666  -5.978205  -2.911181
H  -6.538707  -5.901680  -2.527833
C  1.141093  1.194472  4.606098
C  0.589711  -0.211453  4.965974
C  0.577148  -0.475652  6.493048
O  0.170298  -1.851422  6.697616
C  -1.044737  -2.076964  7.433814
N  -0.770190  -0.445661  4.419817
H  -0.738861  -0.253796  3.412426
H  -1.107056  -1.433490  4.400439
H  -1.586573  0.104428  4.795238
H  0.435060  1.934358  4.981215
H  1.357025  1.444055  3.538896
H  2.081803  1.277633  5.150676
H  1.162971  -0.983722  4.498613
H  -0.093358  0.131445  7.131130
H  1.603012  -0.295395  6.814338
H  -0.771271  -2.043207  8.479694
H  -1.421695  -3.068639  7.095630
H  -1.854640  -1.305698  7.168238
P  -2.518618  -3.861288  3.437318
F  -1.374630  -2.962435  2.557313
F  -3.693789  -2.965947  2.718553
F  -2.607113  -4.892359  2.234575
F  -3.614005  -4.656839  4.237615
F  -1.303622  -4.657042  4.103904
F  -2.395911  -2.738217  4.663419
P  -2.670629  2.116157  6.709116
F  -2.365489  1.315747  8.109734
F  -2.692008  3.576826  7.432036
F  -1.031036  2.158998  6.587495
F  -2.727846  2.723477  5.166926
F  -2.657242  0.617560  5.981415
F  -4.258345  2.040349  6.810459
C  1.804135  3.652128  -2.388359
O  0.819223  3.058376  -3.262536
O  2.970189  2.901255  -2.235038
C  2.114045  4.976637  -3.074525
F  1.128504  5.787096  -3.433413
F  2.987897  5.656211  -2.280548
F  2.685433  4.683481  -4.299027
C  0.755275  1.603682  -3.024453
C  -0.424787  0.940553  -3.706203
H  -1.346324  1.257096  -3.280693
H  -0.631764  0.964331  -4.799176
H  -0.324050  -0.155771  -3.463866
H  0.693349  1.322789  -1.991560
H  1.717699  1.178463  -3.376915
H  1.550951  3.970709  -1.372419
C  1.821092  -0.591180  1.478897
O  0.474215  -0.201513  1.744104
O  2.389846  -0.971264  2.677051
C  1.948987  -1.666915  0.410919
F  3.264842  -1.893014  0.101929
F  1.411267  -2.773792  0.730602
F  1.381317  -1.292953  -0.743598
C  -0.038027  0.832754  0.790477
C  -1.410790  1.174101  1.366801
H  -1.872675  1.901822  0.700064
H  -2.018105  0.201803  1.266459
H  -1.484568  1.593284  2.396416
H  -0.138798  0.365627  -0.187368
H  0.633140  1.682563  0.763934
H  2.290760  0.308806  1.155402
C  -6.256710  2.254660  -1.445445
O  -7.341639  1.900736  -0.702142
O  -4.918190  1.995353  -1.110330
C  -6.462434  1.725556  -2.898590
F  -6.945468  0.437898  -2.782644
F  -7.487412  2.432815  -3.537710
F  -5.359153  1.713826  -3.660720
C  -7.756387  2.778317  0.364643
C  -8.958348  2.100183  1.076457
H  -9.511070  2.786075  1.711299
H  -9.670725  1.722825  0.369232
H  -8.599009  1.300630  1.705618
H  -8.053335  3.814884  -0.057102
H  -6.864612  2.859110  1.025402
H  -6.457497  3.321004  -1.609017
C  -1.306780  -3.751630  -3.191947
O  -1.477405  -5.154046  -2.918115
O  -0.918916  -2.979105  -2.159340
C  -0.246637  -3.474649  -4.297978
F  -0.228303  -4.500644  -5.207970
F  -0.519166  -2.298423  -4.964227
F  1.036527  -3.276040  -3.872714
C  -0.314517  -5.653052  -2.167503
C  -0.434788  -7.070081  -1.622511
H  -0.770067  -7.770548  -2.375101
H  0.633750  -7.260244  -1.308512
H  -1.141807  -7.219223  -0.681918
H  0.012530  -4.980428  -1.420242
H  0.596191  -5.717676  -2.921387
H  -2.303043  -3.536133  -3.639223
C  5.358748  2.510496  -4.974629
O  5.723010  2.345847  -6.345047
O  4.167844  1.913419  -4.613397
C  6.540968  1.911010  -4.158417
F  6.090270  1.606007  -2.931661
F  6.987245  0.771501  -4.736987
F  7.565840  2.786016  -4.159821
C  4.956228  2.924513  -7.281909
C  3.936141  1.964184  -7.860640
H  4.384043  0.968332  -8.024801
H  3.142123  1.733451  -7.113203
H  3.479281  2.495618  -8.707877
H  5.688946  3.207137  -8.034225
H  4.391636  3.871260  -6.953216
H  5.289063  3.599113  -4.755553

Cartesian forces (eV/Å) of the 6 atoms listed first:
0.2975 -0.4570 1.4768
0.2691 -0.3051 1.2238
-1.0251 -0.8011 0.2079
0.9205 -0.8316 -0.8029
-0.6814 1.0892 -1.2062
0.1841 -0.7886 0.6948

***

No. 2
Formula: C3H7NO
Source: the OMol25 dataset
Level of theory: ωB97M-V/def2-TZVPD

For the HOMO energy, the calculation gives -9.44 eV. The gap between HOMO and LUMO is 0.3532 Ha. For the energy above the lowest of the compared OMol25 structures with the same formula, charge and spin, the calculation gives 372.9 kJ/mol. For the LUMO energy, the calculation gives 0.172 eV. As for the total energy: -6758.8857 eV. As for the spin multiplicity: 1.

Atoms and positions in Å:
C  -0.700870  -0.523501  0.041933
C  -1.618911  0.524537  0.126334
C  0.926534  -0.764507  1.646105
N  0.702139  -0.485717  0.377823
H  -0.836869  -1.372987  -0.534868
H  -1.506975  1.351260  0.730532
H  -2.379476  0.668098  -0.595151
H  1.950626  -0.584481  2.062763
H  0.516804  -1.667137  2.156277
H  0.702366  0.498481  -1.387157
H  0.876221  1.544122  -2.525820
O  1.368413  0.811831  -2.098769

Cartesian forces (eV/Å) of the 6 atoms listed first:
-0.7047 2.7386 -0.1354
2.7739 -3.5516 -0.8193
2.4684 -1.7042 -2.4076
-1.5972 1.1276 4.8254
-1.0108 -1.3197 -1.5892
0.9047 1.6481 1.3055